Entry 1:
Computed, not measured: C28H54GaP2Si as an isolated structure in a non-equilibrium geometry, with wB97M-V/def2-TZVPD.

```
86
Properties=species:S:1:pos:R:3:forces:R:3
Ga -0.823561 0.937934 -0.535905 -0.139 1.021 3.139
C -0.338078 -2.973562 2.460052 0.950 1.100 0.646
C 1.025038 -3.063791 2.040804 -1.921 -0.367 0.152
C 0.914234 -1.539285 3.745925 3.194 -0.303 -1.026
C -0.389213 -2.027018 3.528076 -1.200 -1.824 -1.722
C 1.794576 -2.182106 2.840405 -0.826 1.847 2.125
C -1.468293 -3.777133 1.969268 -0.696 -0.396 0.029
H -1.269988 -4.180690 0.973153 -0.124 -0.020 0.035
H -2.391112 -3.178099 1.931257 0.154 -0.256 -0.102
H -1.661419 -4.628931 2.640870 -0.098 0.096 -0.288
C -1.588614 -1.693616 4.322677 -0.288 0.133 0.211
H -2.469782 -2.208580 3.936578 0.036 0.038 0.088
H -1.794928 -0.614647 4.320132 0.115 -0.344 0.054
H -1.457971 -1.994586 5.374758 -0.024 0.114 -0.222
C 1.304683 -0.582666 4.814317 0.116 0.217 0.219
H 1.137942 -1.012134 5.817297 0.052 0.168 -0.266
H 0.721744 0.348947 4.758007 0.175 -0.224 0.060
H 2.366543 -0.320370 4.733563 -0.243 -0.035 0.095
C 3.269603 -2.033703 2.815399 0.295 0.212 0.246
H 3.728956 -2.538278 3.677241 0.034 0.098 -0.210
H 3.557180 -0.974438 2.868937 0.082 -0.220 -0.027
H 3.695469 -2.465653 1.912926 0.145 0.005 -0.054
C 1.547666 -3.992479 1.019834 0.328 -0.267 -0.454
H 1.872085 -4.942567 1.481899 -0.061 0.286 -0.148
H 2.425753 -3.571472 0.500109 -0.276 -0.201 0.152
H 0.786815 -4.245429 0.269061 0.188 0.033 0.181
C -1.663231 0.713803 -4.085458 -2.211 1.016 -0.770
C -1.690423 -0.725609 -3.863478 1.434 -1.272 -0.910
C -0.844518 -1.638108 -4.838032 -1.373 0.136 0.347
C 0.567639 -1.256361 -5.188352 -0.140 -0.245 -0.467
C 1.236217 -0.482537 -4.091647 1.517 0.558 -1.032
C 1.465773 0.839022 -4.233845 0.112 -1.295 -0.915
C 0.567027 1.759914 -5.006229 -0.195 0.492 -0.576
C -0.939044 1.313091 -5.205968 0.679 1.420 -1.536
H -1.445896 -1.638745 -5.745355 -0.146 -0.113 -0.143
H 0.578302 -0.722723 -6.159364 0.101 0.067 0.754
H -0.884180 -2.669825 -4.483376 -0.182 0.098 0.106
H -0.956113 0.719338 -6.143306 -0.225 -0.072 0.697
H -2.442192 1.363452 -3.582430 1.072 -0.932 -0.537
H -2.609264 -1.321656 -3.810422 -0.705 0.682 -0.637
H -1.494508 2.237289 -5.484586 0.489 -0.411 0.128
H 0.559566 2.721539 -4.467503 0.067 -0.298 -0.105
H 2.385316 1.279371 -3.865055 -0.398 0.054 0.588
H 0.979108 2.017731 -6.008176 -0.168 -0.254 0.509
H 1.131540 -2.186560 -5.437478 -0.170 0.625 0.529
H 1.752074 -1.076437 -3.338755 0.429 0.210 -0.218
P -1.472466 -0.731084 -2.082926 0.988 0.524 0.934
P 1.859284 1.274763 -0.033724 -2.390 0.163 -0.333
C -0.028074 1.789915 -2.002334 1.082 0.522 -0.808
C 1.361652 2.251171 -1.548196 -0.385 -0.044 -0.670
H -0.658262 2.457648 -2.553549 0.051 1.101 -0.042
H 0.043114 0.955062 -2.697730 0.441 0.491 0.437
H 2.123639 1.986128 -2.292842 -0.106 0.779 0.147
H 1.251552 3.348499 -1.426890 0.852 -0.594 0.501
C 2.913758 2.488588 0.733341 0.658 0.087 0.547
H 3.679613 1.931698 1.286465 0.055 0.504 0.039
H 2.327062 3.114207 1.423783 0.433 -0.213 -0.383
H 3.347119 3.089530 -0.080582 0.128 -0.095 0.509
C 2.893277 -0.137078 -0.482141 0.854 -0.261 -0.346
H 3.522390 0.095752 -1.355295 0.019 -0.234 0.269
H 2.325908 -1.064688 -0.673036 0.131 0.579 0.054
H 3.539116 -0.348711 0.393348 -0.240 0.098 -0.465
C -3.213495 -0.231634 -1.713619 -0.579 -1.441 0.864
H -3.529940 -1.044444 -1.041135 -0.650 0.602 0.197
H -3.862402 -0.203634 -2.581485 -0.018 -0.362 -0.227
H -3.307938 0.772276 -1.243058 0.431 -0.820 0.049
C -0.377261 -2.163838 -1.814249 -0.999 -1.233 0.883
H 0.516942 -1.828028 -1.218960 -1.288 -0.532 -0.304
H -0.028911 -2.641084 -2.756742 -0.547 0.327 0.815
H -1.113675 -2.813206 -1.274486 1.435 -0.415 0.087
C -2.619533 4.221479 2.746166 0.315 -0.637 -0.613
Si -1.472227 2.704854 2.749949 0.238 0.646 0.399
C 0.280269 3.350932 2.935546 0.090 0.076 0.003
C -1.889066 1.893682 4.407928 -0.055 -0.254 -0.130
C -1.773403 1.629864 1.206467 -0.464 -1.173 -1.022
H -2.389053 4.826878 3.626145 -0.089 0.005 -0.114
H -3.662604 3.890064 2.785344 0.070 0.178 0.048
H -2.472782 4.812929 1.834917 -0.114 0.077 0.199
H 0.338985 3.989788 3.831980 -0.022 -0.193 -0.270
H 1.010534 2.541217 3.053485 -0.119 0.086 -0.005
H 0.569512 3.961548 2.072093 -0.038 -0.025 0.132
H -2.752662 1.219321 4.323045 0.136 0.196 0.130
H -1.050954 1.333156 4.844948 -0.287 0.155 -0.137
H -2.158107 2.693407 5.118317 0.100 -0.237 -0.281
H -2.178240 0.675944 1.597366 -0.051 0.273 0.028
H -2.641202 2.115492 0.724487 -0.021 -0.088 0.155
```
Positions in Å, forces in eV/Å.

The net charge is +1. The value obtained for the energy is -108730.6892 eV. As for the frontier orbital gap (spin up / spin down): 6.0 / 6.2 eV.

Entry 2:
Computed, not measured: one molecule with the formula C28H54I2O in a non-equilibrium geometry, with wB97M-V/def2-TZVPD.

```
85
Properties=species:S:1:pos:R:3:forces:R:3
C 8.967279 -1.075537 1.903261 -0.017 0.218 0.277
C 8.874875 0.566074 1.993966 0.255 0.738 -0.217
C 7.690327 1.218890 1.031953 -0.770 -1.749 0.826
C 7.646622 0.357256 -0.361995 1.025 0.199 -0.724
C 7.049909 1.160691 -1.660077 -0.524 -0.447 -0.390
C 5.878463 2.256874 -1.324040 -0.012 0.294 -1.230
C 4.645089 1.697820 -0.399617 0.214 0.691 1.015
C 3.181233 1.871963 -1.117964 0.481 0.962 0.471
C 1.958356 1.750562 -0.031934 -0.184 -0.616 -0.117
C 0.524031 1.455649 -0.775313 -0.502 -0.087 0.694
C -0.581914 2.684728 -0.549771 -0.055 -0.681 -0.501
C -2.083415 2.016691 -0.587712 -0.578 0.621 0.908
C -3.186615 2.991700 0.205812 -1.278 0.454 -2.087
C -4.377764 3.245862 -0.940468 -1.649 -0.110 1.351
C -5.315552 1.885730 -0.701244 -0.471 0.448 -1.126
C -5.374288 1.093220 -2.147222 -0.365 -0.538 0.702
C -5.782996 -0.508244 -2.005432 0.036 0.507 -0.914
C -4.685420 -1.362968 -2.913216 -0.073 0.117 0.851
C -3.466551 -1.814213 -1.900941 -0.242 -0.138 -0.552
C -3.629286 -3.333490 -1.298102 0.689 0.896 -0.239
C -2.258208 -3.678675 -0.425300 -0.634 -1.209 0.033
C -1.662493 -5.192024 -0.793439 0.444 0.632 1.008
C -0.619438 -5.549084 0.462702 -0.329 -0.353 -0.554
C 0.558600 -6.612330 0.041083 0.472 -0.238 0.874
O -4.741438 1.159030 0.477879 0.598 1.293 -0.258
C -4.157921 2.254156 1.312657 -0.007 1.576 -1.872
C -3.571962 1.883886 2.798555 -1.935 -0.539 -0.268
I -2.223483 3.480020 3.534135 0.622 -0.951 -1.795
C -4.900564 1.848091 3.813654 -1.216 -1.526 -1.319
C -5.281558 0.275806 4.221449 0.997 0.790 0.142
I -4.651179 3.150776 5.574323 -1.534 -1.141 0.097
H 9.414753 -1.473852 0.881665 -1.082 0.971 2.154
H 9.656038 -1.475852 2.760461 -1.287 0.797 -1.592
H 7.894067 -1.520376 2.073133 2.083 0.759 -0.416
H 9.883174 1.067987 1.635846 -1.835 -1.216 0.814
H 8.706019 0.896886 3.127118 0.331 -0.764 -2.490
H 6.670793 1.009488 1.611598 2.025 0.659 -1.290
H 7.784863 2.377270 0.886228 0.048 -2.333 0.173
H 7.106531 -0.694862 -0.268101 1.017 2.397 0.140
H 8.780894 0.093849 -0.624696 -2.419 0.524 0.483
H 6.558979 0.358918 -2.390292 1.070 1.629 1.527
H 7.928896 1.652000 -2.279643 -1.838 -0.804 1.398
H 5.395008 2.556016 -2.373777 1.098 -0.590 2.161
H 6.360595 3.272595 -0.922556 -1.140 -2.343 -0.586
H 4.630985 2.376412 0.579959 -0.084 -1.481 -1.984
H 4.855136 0.595073 0.006501 -0.580 2.293 -1.166
H 3.076598 1.130760 -2.023224 0.048 1.307 1.876
H 3.156632 2.978604 -1.561230 0.042 -2.376 0.801
H 2.209364 0.870509 0.730340 -0.550 1.799 -1.691
H 1.800210 2.715158 0.634345 0.725 -1.844 -1.505
H 0.037676 0.492083 -0.281059 1.033 1.982 -1.060
H 0.664568 1.206226 -1.919177 -0.255 0.648 2.278
H -0.523669 3.465815 -1.422268 0.001 -1.459 1.599
H -0.369158 3.298682 0.448621 -0.568 -1.642 -1.981
H -2.144198 0.950670 -0.070136 0.393 2.202 -1.158
H -2.472822 1.911383 -1.706857 1.095 0.049 2.459
H -2.772171 4.050290 0.486885 -0.598 -2.284 -0.179
H -5.178858 4.090668 -0.695385 2.218 -1.229 -0.300
H -4.001390 3.433237 -2.034469 -0.670 -0.705 2.174
H -6.434322 2.108502 -0.350134 2.378 -0.078 -0.914
H -6.189118 1.604070 -2.847620 1.769 -0.801 1.708
H -4.342625 1.231191 -2.691234 -1.961 -0.486 1.170
H -6.897765 -0.648523 -2.395536 2.433 0.239 0.741
H -5.775068 -0.849863 -0.879100 0.208 0.655 -2.276
H -5.229511 -2.267630 -3.419132 1.249 1.525 0.982
H -4.184021 -0.700400 -3.763798 -1.439 -1.273 1.775
H -2.471651 -1.766981 -2.545640 -1.867 -0.148 1.621
H -3.428160 -1.028473 -1.010419 0.118 -1.607 -1.900
H -3.716948 -4.060526 -2.229806 0.101 1.370 2.065
H -4.605280 -3.400106 -0.619624 2.128 0.034 -1.531
H -2.532180 -3.720644 0.726896 0.584 0.226 -2.347
H -1.407151 -2.878118 -0.569668 -1.783 -1.540 0.158
H -2.557956 -5.978655 -0.860244 2.060 1.727 0.144
H -1.047424 -5.190958 -1.804858 -1.414 0.059 2.014
H -0.138427 -4.525851 0.842252 -0.962 -2.304 -0.841
H -1.261770 -6.010268 1.351888 1.446 1.043 -1.845
H 1.289975 -6.213265 -0.792053 -1.668 -0.663 1.586
H 1.225243 -6.801202 1.005671 -1.314 0.357 -2.027
H 0.156397 -7.679268 -0.282682 0.621 2.383 0.582
H -5.074655 3.011864 1.356662 2.015 -1.256 0.868
H -3.005121 0.859652 2.850887 -1.050 2.115 -0.209
H -5.873691 2.252874 3.253317 2.438 -0.580 1.188
H -5.454214 -0.358873 3.228585 0.452 1.452 2.150
H -6.242912 0.263902 4.888591 1.943 -0.029 -1.289
H -4.333896 -0.117000 4.829325 -2.268 0.521 -1.298
```
Positions in Å, forces in eV/Å.

The value obtained for the energy is -48147.4169 eV. As for the frontier orbital gap: 8.0 eV.

Entry 3:
Computed, not measured: a 7-piece molecular cluster, C28H54N7 overall, with wB97M-V/def2-TZVPD.

```
89
Properties=species:S:1:pos:R:3:forces:R:3
C 2.084775 3.330986 1.656871 0.268 -0.161 0.060
C 1.406724 2.072092 2.202656 -0.328 0.230 -0.146
C -0.093540 2.329432 2.369199 0.231 -0.095 -0.073
C 1.659789 0.918827 1.239035 0.170 0.184 0.218
N 0.724481 -0.256135 1.465304 0.242 -0.259 -0.173
H 1.921531 3.435375 0.584300 -0.160 0.086 -0.060
H 3.158763 3.316479 1.827205 0.084 -0.017 0.018
H 1.679073 4.205482 2.157404 0.004 0.108 0.015
H 1.861060 1.869751 3.173341 -0.054 -0.317 0.075
H -0.679150 1.415655 2.452731 -0.229 0.037 0.190
H -0.268008 2.912778 3.267537 -0.113 0.130 0.006
H -0.468632 2.879373 1.506668 -0.116 0.059 -0.031
H 1.493343 1.259811 0.220889 -0.043 -0.169 -0.146
H 2.665768 0.518318 1.333866 0.086 0.000 -0.077
H 1.146057 -1.112671 1.101967 0.066 -0.034 -0.009
H -0.171682 -0.137031 0.992249 -0.148 0.101 0.109
H 0.535875 -0.408127 2.456658 0.009 0.055 0.052
C -4.645657 3.607631 2.964194 0.038 -0.012 -0.042
C -4.086442 3.863260 1.569722 -0.045 0.025 0.223
C -4.447784 2.757281 0.572785 -0.031 0.115 -0.055
C -3.870005 1.469620 0.953948 -0.021 0.075 -0.016
N -3.387909 0.481389 1.284560 0.282 0.017 0.034
H -4.239582 2.693879 3.402939 -0.011 -0.012 -0.012
H -4.400779 4.434638 3.628955 -0.008 0.004 0.011
H -5.732222 3.513425 2.937539 -0.011 0.003 0.007
H -2.999271 3.963855 1.618727 0.007 0.001 -0.050
H -4.470965 4.802657 1.175910 0.021 -0.024 -0.016
H -4.087790 3.011974 -0.425959 0.007 -0.048 -0.006
H -5.530892 2.641374 0.503527 -0.013 -0.024 0.027
C -2.882812 -2.476324 -0.294736 0.172 -0.062 -0.073
C -2.279003 -2.276040 -1.680875 -0.078 0.064 0.102
C -2.541346 -3.458910 -2.619229 0.089 0.162 0.002
C -1.886202 -4.670175 -2.128914 -0.127 -0.154 -0.110
N -1.376373 -5.621459 -1.738880 0.075 0.046 0.057
H -2.462401 -3.357482 0.194090 -0.027 -0.035 -0.034
H -2.700236 -1.610637 0.339160 -0.082 -0.020 0.007
H -3.962804 -2.612358 -0.361149 -0.013 0.011 0.039
H -1.198241 -2.124558 -1.605760 0.013 -0.003 -0.036
H -2.694002 -1.375001 -2.136793 -0.007 -0.023 -0.043
H -2.169407 -3.250782 -3.623246 0.015 -0.024 0.000
H -3.612738 -3.646135 -2.704913 -0.007 -0.050 0.034
C 7.396029 2.953616 -0.951440 -0.012 -0.040 0.032
C 7.059913 1.502326 -0.631601 0.075 0.160 0.015
C 5.705672 1.341725 0.068867 0.100 -0.134 -0.253
C 5.663955 1.946826 1.396244 -0.023 0.052 -0.006
N 5.619902 2.392302 2.454556 -0.078 -0.049 0.049
H 7.479650 3.551425 -0.042540 -0.015 0.002 0.007
H 8.345076 3.020782 -1.480822 0.007 0.010 -0.001
H 6.628340 3.403708 -1.583801 -0.001 0.006 -0.004
H 7.841334 1.068466 -0.005945 -0.012 -0.038 0.010
H 7.028615 0.915920 -1.550355 -0.030 -0.030 0.008
H 5.461650 0.287932 0.203564 0.017 0.019 -0.073
H 4.915621 1.781557 -0.545877 -0.009 0.080 0.060
C -2.314254 -9.107523 -2.403161 0.027 0.021 0.001
C -1.711587 -8.968534 -3.794627 -0.050 0.029 0.092
C -1.939087 -10.206672 -4.669001 0.045 0.156 -0.035
C -1.272527 -11.389725 -4.126919 -0.068 -0.094 -0.043
N -0.752780 -12.318425 -3.697647 0.041 0.016 0.040
H -1.855334 -9.932050 -1.855920 -0.014 -0.027 -0.017
H -2.156397 -8.195039 -1.830541 0.000 -0.001 0.015
H -3.388742 -9.294913 -2.458471 -0.003 -0.014 -0.002
H -0.640952 -8.773633 -3.715873 0.016 -0.005 -0.026
H -2.151696 -8.108906 -4.303746 -0.004 -0.013 -0.035
H -1.563846 -10.038349 -5.679454 0.018 -0.033 -0.003
H -3.006025 -10.420259 -4.754675 -0.009 -0.038 0.025
C 3.298256 -1.630390 5.174898 0.031 0.022 -0.003
C 4.814337 -1.691334 5.036233 -0.105 -0.017 0.007
C 5.352963 -0.699954 3.998174 0.050 -0.063 0.175
C 4.875144 -1.002638 2.651126 0.089 0.037 -0.068
N 4.515267 -1.245863 1.586204 -0.325 -0.012 0.161
H 2.807520 -1.913212 4.239565 0.007 -0.009 -0.011
H 2.951636 -2.315257 5.946761 -0.019 -0.008 -0.002
H 2.970986 -0.624743 5.449334 0.000 0.002 0.003
H 5.123064 -2.703208 4.771577 0.034 0.001 -0.010
H 5.282053 -1.457746 5.992368 0.021 0.024 -0.003
H 6.443393 -0.709777 3.977050 0.007 -0.011 -0.051
H 5.055770 0.322264 4.240047 -0.005 0.027 -0.050
C -3.298255 7.709998 -3.837160 0.014 -0.040 0.015
C -3.429720 6.193429 -3.773487 0.032 0.114 -0.031
C -4.682231 5.738878 -3.014716 0.093 -0.103 -0.099
C -4.650331 6.142776 -1.609103 -0.138 0.154 -0.023
N -4.631845 6.504561 -0.519267 0.076 -0.120 -0.016
H -3.197324 8.141470 -2.840553 -0.019 0.000 0.008
H -2.420403 7.995362 -4.415057 0.004 0.011 -0.002
H -4.171806 8.158226 -4.312614 -0.007 0.007 -0.003
H -2.544449 5.762850 -3.301115 -0.011 -0.031 0.009
H -3.482645 5.782544 -4.782585 -0.026 -0.027 0.003
H -4.787976 4.653459 -3.060440 -0.010 0.002 0.028
H -5.577296 6.164232 -3.471536 -0.021 0.035 0.034
```
Positions in Å, forces in eV/Å.

The net charge is +1. The value obtained for the energy is -40336.0076 eV. As for the frontier orbital gap: 9.5 eV.

Look up the energy of the first one.
-108730.6892 eV

What is the energy in the third record?
-40336.0076 eV

Which value of energy does entry 3 give?
-40336.0076 eV